C29H39N2ORhSSi2 as an isolated structure, computed with the ωB97M-V functional and the def2-TZVPD basis.

Structure (XYZ):
```
75
Properties=species:S:1:pos:R:3
Rh 0.427 -0.276 -0.310
C 5.211 0.941 4.740
Si 4.589 -0.368 3.552
C 5.703 -0.385 2.063
C 4.620 -2.040 4.390
C 2.773 0.051 3.217
C 2.004 0.407 4.318
C 0.650 0.720 4.211
C 0.098 0.700 2.949
N 0.805 0.374 1.870
C 2.099 0.005 1.978
S 2.755 -0.578 0.467
H 6.251 0.745 5.010
H 4.632 0.981 5.664
H 5.166 1.929 4.275
H 6.733 -0.498 2.415
H 5.635 0.542 1.493
H 5.473 -1.205 1.385
H 5.640 -2.325 4.659
H 4.221 -2.806 3.722
H 4.018 -2.044 5.301
H 2.464 0.437 5.301
H 0.054 0.977 5.074
H -0.945 0.953 2.780
C 0.171 -3.390 -1.202
Si -0.846 -3.105 0.330
C -2.212 -4.388 0.308
C 0.150 -3.268 1.892
N -1.376 -1.413 0.260
C -2.521 -0.809 0.548
C -3.697 -1.500 0.979
C -4.860 -0.841 1.273
C -4.923 0.553 1.158
C -3.818 1.282 0.749
C -2.638 0.625 0.443
O -1.520 1.267 0.051
C -1.560 2.624 -0.277
C -1.096 3.541 0.643
C -1.080 4.883 0.286
C -1.520 5.277 -0.970
C -1.966 4.329 -1.882
C -1.985 2.985 -1.541
H 0.595 -4.398 -1.161
H 1.007 -2.698 -1.325
H -0.450 -3.317 -2.097
H -1.750 -5.356 0.097
H -2.946 -4.200 -0.477
H -2.734 -4.481 1.262
H 0.452 -4.310 2.023
H -0.427 -2.970 2.770
H 1.053 -2.656 1.846
H -3.647 -2.573 1.068
H -5.730 -1.396 1.595
H -5.842 1.074 1.390
H -3.869 2.358 0.659
H -0.740 3.205 1.608
H -0.716 5.619 0.990
H -1.501 6.323 -1.244
H -2.287 4.634 -2.869
H -2.287 2.218 -2.242
C 1.047 -0.390 -5.657
C -0.066 0.406 -4.962
C -1.431 -0.172 -5.361
C 0.012 1.876 -5.395
C 0.102 0.313 -3.502
C 0.227 0.247 -2.294
H 0.939 -0.322 -6.742
H 1.004 -1.441 -5.368
H 2.027 -0.002 -5.378
H -1.569 -0.105 -6.443
H -2.238 0.377 -4.873
H -1.505 -1.219 -5.065
H -0.107 1.958 -6.478
H 0.973 2.308 -5.114
H -0.775 2.460 -4.913
```

Calculated values
Frontier orbital gap (spin up / spin down) (eV): 7.4489 / 5.4943
DFT total energy (Ha): -2400.88395
Relative energy (zero: lowest compared OMol25 entry of this formula, charge and spin) (eV): 0.033
Molar mass (g mol⁻¹): 622.8
Highest occupied orbital energy (spin up / spin down) (eV): -6.91 / -7.46
Expectation value of S²: 6.047
2S+1: 5

---

C29H39N3OSiTlV as an isolated structure in a non-equilibrium geometry, computed with the ωB97M-V functional and the def2-TZVPD basis.

Structure (XYZ):
```
75
Properties=species:S:1:pos:R:3
N 1.324 -0.318 0.426
C 4.216 -1.412 0.455
O 4.512 -2.009 -0.492
Tl 2.949 -0.073 -1.921
V -0.157 0.069 -0.208
N -0.908 -1.504 -0.884
N -0.201 1.724 -1.075
C -0.390 -2.878 -0.991
C 0.287 3.083 -0.655
C 0.814 -2.871 -1.926
C -1.423 -3.857 -1.522
C 0.098 -3.349 0.379
C 0.368 4.054 -1.836
C -0.686 3.641 0.391
C 1.693 2.908 -0.078
H 0.565 -2.361 -2.862
H 1.129 -3.893 -2.186
H 1.668 -2.354 -1.467
H -2.299 -3.920 -0.879
H -1.017 -4.868 -1.576
H -1.741 -3.584 -2.528
H 0.955 -2.766 0.747
H 0.402 -4.404 0.342
H -0.700 -3.261 1.121
H 0.860 3.602 -2.704
H 0.940 4.940 -1.546
H -0.619 4.385 -2.158
H -1.688 3.747 -0.058
H -0.340 4.632 0.722
H -0.746 2.996 1.284
H 1.763 2.109 0.675
H 1.999 3.837 0.423
H 2.431 2.661 -0.864
C -1.265 1.674 -2.074
H -1.193 0.736 -2.645
H -2.292 1.704 -1.664
H -1.213 2.522 -2.771
C -2.273 -1.233 -1.230
H -2.970 -1.962 -0.817
H -2.604 -0.268 -0.837
H -2.431 -1.203 -2.318
C -0.872 4.058 4.630
C 0.385 3.869 4.054
C 0.686 2.656 3.418
C -0.288 1.661 3.264
C -1.520 1.840 3.905
C -1.817 3.032 4.585
Si 0.174 0.046 2.251
C 1.598 -0.394 3.363
C 2.862 -0.094 2.855
C 4.011 -0.277 3.612
C 3.900 -0.728 4.927
C 2.641 -1.035 5.465
C 1.486 -0.834 4.689
C -1.271 -1.151 2.676
C -1.032 -2.319 3.404
C -2.058 -3.229 3.671
C -3.341 -2.982 3.178
C -3.599 -1.819 2.450
C -2.568 -0.905 2.208
H -1.120 5.013 5.093
H 1.130 4.667 4.068
H 1.691 2.505 3.028
H -2.273 1.053 3.866
H -2.795 3.166 5.050
H 2.958 0.290 1.841
H 4.976 -0.052 3.151
H 4.797 -0.844 5.531
H 2.553 -1.424 6.476
H 0.508 -1.019 5.131
H -0.021 -2.565 3.721
H -1.848 -4.136 4.241
H -4.136 -3.715 3.338
H -4.596 -1.631 2.048
H -2.782 -0.006 1.633
```

Calculated values
Frontier orbital gap (spin up / spin down) (eV): 4.9193 / 4.9128
DFT total energy (Ha): -2773.27628
Relative energy (zero: lowest compared OMol25 entry of this formula, charge and spin) (eV): 2.767
Charge: +2
Molar mass (g mol⁻¹): 729.1
Highest occupied orbital energy (spin up / spin down) (eV): -13.75 / -13.75

---

C29H39N5ReSi as an isolated structure in a non-equilibrium geometry, computed with the ωB97M-V functional and the def2-TZVPD basis.

Structure (XYZ):
```
75
Properties=species:S:1:pos:R:3
Re -0.274 0.203 -0.237
C -2.677 0.178 -3.844
C -1.640 0.123 -2.774
N -1.820 0.587 -1.555
C -3.022 1.308 -1.176
C -2.675 2.258 -0.020
N -1.957 1.520 1.029
C -1.435 2.389 2.087
C -0.461 1.628 3.021
N -0.007 0.381 2.404
C 1.297 -0.139 2.821
C 2.276 -0.416 1.652
N 1.649 -0.522 0.349
C 2.384 -0.938 -0.659
C 3.800 -1.362 -0.502
C 1.736 -0.943 -1.959
C 2.297 -1.315 -3.179
C 1.519 -1.251 -4.327
C 0.198 -0.839 -4.250
C -0.325 -0.435 -3.021
N 0.457 -0.488 -1.908
H -3.667 -0.025 -3.439
H -2.477 -0.541 -4.634
H -2.692 1.171 -4.296
H -3.798 0.599 -0.860
H -3.413 1.891 -2.014
H -3.586 2.731 0.369
H -2.014 3.041 -0.402
H -2.614 0.855 1.449
H -2.257 2.811 2.675
H -0.901 3.214 1.608
H -0.941 1.428 3.986
H 0.395 2.273 3.213
H -0.708 -0.323 2.608
H 1.154 -1.072 3.368
H 1.777 0.566 3.502
H 2.827 -1.333 1.883
H 3.016 0.391 1.601
H 4.376 -0.585 0.001
H 4.269 -1.570 -1.456
H 3.868 -2.266 0.107
H 3.319 -1.649 -3.251
H 1.945 -1.513 -5.280
H -0.406 -0.803 -5.141
C -0.680 -2.976 1.752
Si -1.443 -2.083 0.242
C -1.244 -3.149 -1.335
C -3.270 -1.635 0.548
C -3.709 -1.141 1.778
C -5.045 -0.863 2.002
C -5.975 -1.079 0.999
C -5.559 -1.570 -0.227
C -4.220 -1.832 -0.454
H -1.053 -3.995 1.756
H -0.967 -2.536 2.701
H 0.403 -3.029 1.713
H -1.752 -4.100 -1.193
H -0.203 -3.368 -1.558
H -1.676 -2.679 -2.215
H -3.007 -1.016 2.591
H -5.363 -0.493 2.963
H -7.019 -0.881 1.177
H -6.280 -1.756 -1.007
H -3.914 -2.217 -1.414
C 2.182 4.431 -1.064
C 1.322 3.915 -2.016
C 0.603 2.756 -1.756
C 0.724 2.118 -0.534
C 1.574 2.648 0.422
C 2.312 3.793 0.156
H 2.749 5.324 -1.274
H 1.202 4.402 -2.971
H -0.055 2.383 -2.530
H 1.686 2.185 1.389
H 2.988 4.173 0.908
```

Calculated values
Frontier orbital gap (spin up / spin down) (eV): 5.5179 / 5.4132
DFT total energy (Ha): -1769.50649
Relative energy (zero: lowest compared OMol25 entry of this formula, charge and spin) (eV): 0.576
Charge: +2
Molar mass (g mol⁻¹): 672.0
Highest occupied orbital energy (spin up / spin down) (eV): -12.92 / -12.89
Expectation value of S²: 0.991
2S+1: 2